1.
Here is a 2-piece molecular cluster, C5H9N2OS overall from the OMol25 dataset. Energies are from ωB97M-V/def2-TZVPD.

```
18
Properties=species:S:1:pos:R:3:forces:R:3
C 3.6939 -0.7454 0.7001 1.6 -1.3 0.1
C -2.3878 -1.3219 -0.0449 -1.5 -0.6 -1.0
C 2.5771 -0.0384 0.8817 0.4 -0.6 -0.9
C -0.3393 -0.3703 0.1042 1.7 0.4 0.2
C -1.7386 1.8563 -0.8464 -0.5 -0.4 -0.6
N -1.0152 -1.3463 -0.2288 1.0 0.5 0.5
N 1.7358 0.2206 -0.1078 -3.6 1.6 -0.2
O -2.7817 0.0286 0.7098 -0.4 -2.2 -0.6
S -1.5583 0.9665 0.7598 1.4 1.0 -1.1
H 4.4272 -0.7515 1.4914 0.2 0.3 0.1
H 4.0551 -1.3272 -0.1676 -1.0 0.4 0.3
H -2.8471 -1.3652 -1.0813 0.0 0.4 1.4
H -2.7514 -2.1755 0.5696 0.1 1.0 -0.2
H 2.5011 0.6361 1.6752 -0.3 0.5 1.7
H -0.7954 2.4430 -1.1198 -1.5 -0.6 0.7
H -2.7007 2.4523 -0.6489 1.7 -0.5 -0.7
H -1.9320 1.0580 -1.6665 0.3 1.4 1.4
H 1.8573 -0.2197 -0.9796 0.3 -1.2 -1.1
```
Positions in Å, forces in eV/Å.

Total charge   +1
HOMO level (alpha / beta)   -0.4774 / -0.4717 Ha

Atomic partial charges in e from the Löwdin method, atoms 1 to 6: 0.117, -0.139, -0.297, -0.172, -0.223, 0.019

***

2.
Here is a 2-piece molecular cluster, C2H6Br2Si overall from the OMol25 dataset. Energies are from ωB97M-V/def2-TZVPD.

```
11
Properties=species:S:1:pos:R:3:forces:R:3
C -1.5536 0.1951 0.4760 -0.6 -4.3 -1.9
C 1.5601 0.3913 0.0440 1.5 -3.0 -0.1
Si -0.1344 -0.2061 -0.5952 1.1 -3.3 -0.4
Br 1.9092 -0.2200 1.8948 -0.4 -0.1 0.2
Br -0.2761 0.3836 -2.6422 -0.1 0.9 -1.5
H -1.7595 1.0826 0.8838 -0.4 3.7 1.2
H -2.5015 -0.2357 0.0228 1.2 0.5 0.5
H -1.2573 -0.4754 1.2678 -0.3 -0.4 0.8
H 1.5738 1.4398 0.1854 0.4 1.1 -0.5
H 2.5091 -0.1400 -0.4302 -2.3 1.8 0.3
H -0.0697 -2.2151 -1.1069 -0.1 3.1 1.4
```
Positions in Å, forces in eV/Å.

Total charge   0
HOMO level   -0.3530 Ha

Atomic partial charges in e from the Löwdin method, atoms 1 to 6: -0.248, -0.747, -0.014, 0.511, 0.353, -0.014

***

3.
Here is C28H28EuN2Si as an isolated structure from the OMol25 dataset. Energies are from ωB97M-V/def2-TZVPD.

```
60
Properties=species:S:1:pos:R:3:forces:R:3
C 1.0002 2.6752 1.2668 -0.1 -0.3 -0.3
C 0.0706 2.9388 0.2032 0.0 -0.5 0.4
C -1.2132 3.1422 0.7850 0.5 -0.3 0.0
H 0.2928 2.9272 -0.8681 -0.2 0.1 0.5
C -1.0933 2.9794 2.1956 0.4 0.5 -0.2
C 0.2777 2.7439 2.4916 0.2 0.1 0.0
H 0.7158 2.7852 3.5003 -0.3 -0.5 -0.6
H 2.0749 2.4035 1.1462 -1.0 0.5 0.1
H -2.1064 3.4169 0.2324 0.1 -0.1 0.1
H -1.8558 3.1960 2.9466 0.2 -0.1 -0.4
Eu -0.6042 0.4262 1.1897 0.8 0.7 0.5
C -1.3386 -2.1844 -3.6129 0.3 0.2 -1.6
H -2.1076 -2.2144 -2.8361 0.5 0.5 -0.2
H -1.7218 -1.7368 -4.5323 0.0 -0.3 0.0
H -0.3380 -1.6679 -3.3750 -1.8 -1.2 -1.4
Si -0.2361 -0.5723 -2.0595 0.0 2.2 5.5
C 1.5647 -0.3568 -2.4158 0.1 -0.9 -0.4
C 2.2427 0.8727 -2.2603 0.4 -0.2 -0.5
H 1.7485 1.7227 -1.7654 0.2 -0.5 -0.4
C 3.5511 1.0032 -2.7535 -0.4 0.0 0.2
H 4.0681 1.9635 -2.6498 -0.2 -0.4 -0.1
C 4.1895 -0.0803 -3.3705 0.0 -0.2 0.0
H 5.2098 0.0301 -3.7654 -0.6 0.0 0.2
C 3.5413 -1.3201 -3.4548 0.0 -0.3 0.2
H 4.0406 -2.1889 -3.9045 -0.1 0.5 0.2
C 2.2404 -1.4797 -2.9566 0.5 0.8 -0.1
H 1.7355 -2.4591 -3.0039 0.3 0.6 -0.1
C -1.3016 0.8105 -2.6861 0.1 -0.4 -0.3
C -0.8949 1.4871 -3.8549 -0.7 0.5 0.2
H 0.0673 1.2507 -4.3292 -0.5 0.0 0.1
C -1.7008 2.5131 -4.3712 0.1 0.0 0.1
H -1.3852 3.0390 -5.2778 -0.1 -0.2 0.3
C -2.8915 2.8791 -3.7273 0.2 -0.1 -0.1
H -3.5161 3.6887 -4.1402 0.4 -0.5 0.3
C -3.2602 2.2280 -2.5436 -0.1 -0.1 0.2
H -4.1755 2.5322 -2.0214 0.4 -0.1 -0.2
C -2.4693 1.2053 -2.0047 -0.1 0.6 -0.9
H -2.7486 0.7418 -1.0466 0.1 0.1 -0.5
H -0.7591 -1.8276 -1.4502 0.7 0.2 0.1
H -0.9827 -3.1823 -3.7608 0.0 -0.9 -0.4
C -2.5925 -0.2005 5.4826 0.4 0.7 -1.2
C -2.1302 -1.4716 5.8940 0.3 -0.5 -0.1
C -1.1250 -2.0926 5.1708 -0.3 -0.3 0.6
C -0.6513 -1.4882 3.9856 1.7 -0.4 -0.9
N -1.1360 -0.2627 3.5594 -0.1 -0.3 -0.7
C -2.0600 0.3578 4.3130 -0.6 -0.1 0.9
C 0.4654 -2.0708 3.2042 -1.2 0.9 1.1
C 1.1900 -3.1855 3.6590 1.4 -0.6 -0.9
C 2.2776 -3.6365 2.8926 -0.8 -0.2 1.2
C 2.6207 -2.9977 1.6852 0.1 0.9 -0.8
C 1.9012 -1.8546 1.3223 0.1 -0.9 0.7
N 0.8701 -1.4036 2.0742 -0.5 0.7 -0.8
H -3.3370 0.3522 6.0341 0.0 -0.1 0.1
H -2.5907 -1.9454 6.7696 0.4 0.2 -0.3
H -0.6517 -3.0455 5.5035 -0.8 0.9 -0.2
H -2.3875 1.3593 3.9531 0.2 -0.9 0.4
H 0.9309 -3.6416 4.6136 0.3 0.0 -0.4
H 2.8885 -4.4808 3.2538 -0.5 0.5 -0.2
H 3.4533 -3.3533 1.0537 -0.6 0.3 0.5
H 2.1329 -1.2706 0.4167 -0.1 -0.3 0.4
```
Positions in Å, forces in eV/Å.

Total charge   0
HOMO level (alpha / beta)   -0.1773 / -0.1812 Ha
2S+1   8
⟨S²⟩   15.85

Atomic partial charges in e from the Löwdin method, atoms 1 to 6: -0.241, -0.248, -0.230, 0.075, -0.255, -0.232

***

4.
Here is a 10-piece molecular cluster, C67H54NO24 overall from the OMol25 dataset. Energies are from ωB97M-V/def2-TZVPD.

```
146
Properties=species:S:1:pos:R:3:forces:R:3
O 4.2113 1.2028 -4.2258 0.8 0.1 -0.2
C 3.0555 1.4402 -4.1108 -0.2 -0.1 0.2
O 2.0962 0.5086 -4.3208 -0.3 0.6 -0.6
C 2.4846 2.7747 -3.6646 -0.8 -0.2 -0.4
C 2.9903 3.9498 -4.4435 0.7 0.5 0.3
C 3.8840 4.8818 -3.8635 -0.2 0.1 0.1
C 4.3855 4.6731 -2.4618 0.7 -0.4 -0.4
C 5.5436 3.6362 -2.4749 -0.5 -0.1 -0.5
C 5.5207 2.7677 -1.2333 0.3 0.1 0.1
O 6.8008 2.2439 -0.9405 0.0 0.0 0.1
C 4.2835 5.9939 -4.6057 0.0 -0.8 -0.3
C 5.1832 7.0881 -4.1069 -0.1 0.0 0.3
O 4.8828 8.2071 -4.3332 -0.2 1.0 -0.2
O 6.2885 6.7671 -3.3772 0.1 -0.4 -0.4
C 3.8240 6.1486 -5.9111 -0.2 -0.4 0.0
C 2.9785 5.2043 -6.4375 0.4 0.5 0.2
N 2.5639 4.1477 -5.7127 -0.1 -0.3 0.2
C 1.6168 3.2272 -6.4049 0.3 0.0 -0.5
C 2.3311 2.4401 -7.5189 0.6 0.6 0.2
O 3.5533 1.9003 -7.0678 -0.3 -0.4 0.3
H 2.3843 -0.0199 -5.0819 0.3 -0.4 0.3
H 1.4058 2.7358 -3.7952 -0.1 0.0 0.2
H 2.6416 2.8689 -2.5977 0.2 0.2 0.2
H 3.5814 4.3385 -1.8153 -0.1 0.1 0.2
H 4.7985 5.5929 -2.0783 -0.3 0.3 0.3
H 6.5062 4.1274 -2.5747 0.1 0.2 0.2
H 5.4415 3.0158 -3.3613 0.1 -0.2 -0.1
H 5.2170 3.4002 -0.4002 0.0 -0.1 0.3
H 4.7998 1.9559 -1.3375 -0.2 0.0 0.0
H 6.8625 1.3371 -1.2483 0.0 0.0 0.0
H 7.0012 6.5557 -3.9986 0.2 -0.1 0.2
H 4.1181 6.9943 -6.5096 0.0 0.1 0.0
H 2.6180 5.3022 -7.4478 -0.2 -0.2 -0.1
H 1.1591 2.5404 -5.7100 -0.1 0.1 0.2
H 0.8712 3.8742 -6.8525 -0.4 -0.1 0.1
H 1.6914 1.6232 -7.8319 -0.1 -0.1 -0.1
H 2.5309 3.0989 -8.3617 -0.3 0.0 -0.3
H 4.2587 2.5451 -7.1605 0.1 0.0 -0.1
C -1.5945 -2.9456 -6.5786 0.0 0.0 0.1
C -1.4138 -4.0902 -5.9253 0.0 0.0 0.0
C -0.4998 -4.1730 -4.7573 -0.1 0.0 0.0
O -0.3255 -5.2085 -4.1590 0.0 0.0 0.0
C 0.2011 -2.9248 -4.3469 0.0 0.1 0.0
C 0.0136 -1.7841 -5.0045 0.0 0.0 0.0
C -0.8961 -1.7086 -6.1693 0.0 -0.1 -0.1
O -1.0598 -0.6560 -6.7658 0.1 0.0 0.1
H -2.2564 -2.8688 -7.4290 0.0 -0.1 0.0
H -1.9166 -5.0050 -6.2089 0.0 0.0 0.0
H 0.8613 -3.0033 -3.4919 0.0 0.0 0.0
H 0.5033 -0.8577 -4.7319 -0.2 -0.1 0.1
C 8.7625 8.4220 -1.0233 -0.1 0.0 0.0
C 7.4833 8.4563 -0.6637 0.0 0.0 0.0
C 7.0601 9.0713 0.6195 0.0 0.0 0.0
O 5.8923 9.0961 0.9440 0.0 0.0 0.0
C 8.1185 9.6484 1.4847 0.0 0.0 0.0
C 9.3991 9.6145 1.1248 -0.1 0.0 0.0
C 9.8235 8.9991 -0.1582 0.0 0.0 0.0
O 10.9872 8.9673 -0.4904 0.0 0.0 0.0
H 9.0948 7.9787 -1.9536 0.0 0.0 0.0
H 6.6966 8.0437 -1.2799 0.0 0.0 0.0
H 7.7877 10.0922 2.4149 0.0 0.0 0.0
H 10.1870 10.0286 1.7406 0.0 0.0 0.0
C -5.1267 -1.0211 -1.6122 0.0 -0.1 0.0
C -4.9528 -2.2537 -2.0857 0.0 0.1 0.0
C -4.3020 -2.4946 -3.3965 0.0 -0.1 0.0
O -4.1419 -3.6166 -3.8283 0.1 0.0 0.0
C -3.8501 -1.3068 -4.1628 0.0 0.1 0.0
C -4.0217 -0.0744 -3.6952 0.0 0.0 0.0
C -4.6731 0.1674 -2.3815 0.0 0.0 0.0
O -4.8223 1.2913 -1.9576 0.0 0.0 0.0
H -5.5995 -0.8249 -0.6558 0.0 0.1 0.0
H -5.2736 -3.1359 -1.5457 0.0 0.0 0.0
H -3.3769 -1.5013 -5.1159 -0.1 0.0 0.0
H -3.6986 0.8039 -4.2401 0.0 0.0 0.0
C 2.2715 -0.5002 0.8709 0.0 0.0 0.0
C 2.2464 0.5918 0.1149 0.1 -0.1 -0.1
C 1.6282 1.8526 0.5803 0.0 0.1 0.0
O 1.6246 2.8353 -0.1411 0.1 0.0 -0.1
C 1.0284 1.8654 1.9314 0.0 0.1 0.0
C 1.0432 0.7770 2.6983 0.1 -0.2 -0.3
C 1.6657 -0.4892 2.2306 0.0 0.0 0.0
O 1.6860 -1.4769 2.9301 0.0 0.0 0.0
H 2.7230 -1.4295 0.5468 0.0 0.0 0.0
H 2.6727 0.6227 -0.8813 0.0 -0.1 0.0
H 0.5803 2.7958 2.2567 0.0 0.0 0.0
H 0.6059 0.7657 3.6830 -0.1 0.0 0.0
C -6.2304 -3.7609 2.6747 0.0 0.0 -0.1
C -6.1296 -2.7019 1.8771 0.0 0.0 0.0
C -6.5191 -1.3464 2.3410 0.0 0.1 0.1
O -6.4294 -0.3759 1.6178 0.0 -0.1 -0.1
C -7.0246 -1.2184 3.7302 0.0 0.0 0.0
C -7.1259 -2.2767 4.5294 0.0 0.0 0.0
C -6.7355 -3.6311 4.0654 0.0 0.0 0.0
O -6.8227 -4.5966 4.7922 0.0 0.0 0.1
H -5.9521 -4.7578 2.3571 0.0 0.0 0.0
H -5.7616 -2.7765 0.8620 0.0 0.0 0.0
H -7.3024 -0.2217 4.0479 0.0 0.0 0.0
H -7.4926 -2.2045 5.5454 0.0 0.0 0.0
C -4.9089 -5.4309 7.7195 0.0 0.0 0.0
C -5.9170 -6.2903 7.8334 0.0 0.0 0.0
C -5.7774 -7.5354 8.6261 0.0 0.0 0.0
O -6.6960 -8.3213 8.7313 0.1 0.0 -0.1
C -4.4733 -7.7870 9.2889 0.0 0.0 0.0
C -3.4650 -6.9274 9.1742 0.0 0.0 0.0
C -3.6040 -5.6799 8.3799 0.0 0.0 0.0
O -2.6855 -4.8954 8.2764 0.0 0.0 0.0
H -4.9913 -4.5176 7.1448 0.0 0.0 0.0
H -6.8754 -6.1243 7.3583 0.0 0.0 0.0
H -4.3951 -8.7016 9.8634 0.0 0.0 0.0
H -2.5053 -7.0904 9.6478 0.0 0.0 0.0
C -0.2457 -3.0485 -11.7395 0.0 0.0 0.0
C -0.1385 -1.9697 -12.5114 0.0 0.0 0.0
C -0.5253 -0.6241 -12.0148 0.0 0.0 0.0
O -0.4258 0.3600 -12.7148 0.0 0.0 0.0
C -1.0365 -0.5286 -10.6240 0.0 0.0 0.0
C -1.1422 -1.6061 -9.8525 0.0 0.0 -0.1
C -0.7548 -2.9507 -10.3490 0.0 0.0 0.0
O -0.8502 -3.9313 -9.6398 0.0 0.1 0.0
H 0.0300 -4.0379 -12.0815 0.0 0.0 0.0
H 0.2314 -2.0171 -13.5276 0.0 0.0 0.0
H -1.3139 0.4602 -10.2805 0.0 0.0 0.0
H -1.5098 -1.5551 -8.8390 0.0 0.1 0.0
C 2.0407 1.2836 6.2348 0.0 0.0 0.0
C 3.0259 1.3616 7.1249 0.0 0.0 0.0
C 3.3372 2.6372 7.8209 0.0 0.0 0.0
O 4.2354 2.7090 8.6282 0.0 0.0 0.0
C 2.5040 3.8206 7.4861 0.0 0.0 0.0
C 1.5190 3.7417 6.5958 0.0 0.0 0.0
C 1.2110 2.4689 5.9015 0.0 0.0 0.0
O 0.3088 2.4024 5.0881 0.1 0.1 0.1
H 1.8004 0.3608 5.7205 0.0 0.0 0.0
H 3.6426 0.5107 7.3845 0.0 0.0 0.0
H 2.7460 4.7391 8.0053 0.0 0.0 0.0
H 0.9003 4.5914 6.3369 0.0 0.0 0.0
C -7.2180 -10.1435 12.1984 0.0 0.0 0.0
C -7.5105 -8.9516 11.6835 -0.1 0.0 0.0
C -7.7661 -7.7804 12.5591 0.0 0.0 0.0
O -8.0302 -6.6922 12.0927 0.0 0.0 0.0
C -7.6843 -7.9878 14.0274 0.0 0.0 0.0
C -7.3930 -9.1801 14.5399 0.0 0.1 0.0
C -7.1352 -10.3530 13.6653 0.0 0.0 0.0
O -6.8666 -11.4379 14.1340 0.0 0.0 0.0
H -7.0278 -11.0113 11.5793 0.0 0.0 0.0
H -7.5738 -8.7800 10.6171 0.0 0.0 0.1
H -7.8738 -7.1197 14.6460 0.0 0.0 0.0
H -7.3284 -9.3544 15.6064 0.0 0.0 0.0
```
Positions in Å, forces in eV/Å.

Total charge   +1
HOMO level   -0.3968 Ha

Atomic partial charges in e from the Löwdin method, atoms 1 to 6: 0.157, -0.511, 0.084, 0.008, -0.058, -0.043

***

5.
Here is the molecule C5H8N2O2S from the OMol25 dataset. Energies are from ωB97M-V/def2-TZVPD.

```
18
Properties=species:S:1:pos:R:3:forces:R:3
C -0.4720 1.3834 -0.5030 -1.5 -0.2 0.4
C 2.6930 -0.5645 0.3583 0.5 0.0 -0.1
C 1.4916 -0.2664 -0.1987 -0.8 -0.8 0.5
C -2.4975 0.4455 0.2168 0.4 -0.1 0.0
C -3.6076 -0.0554 -0.6320 2.8 -0.4 -3.9
N -1.1758 0.3829 -0.2042 0.2 -1.2 -1.1
N 3.0995 -1.6505 1.1050 1.2 -1.8 0.5
O 3.8013 0.2522 0.2672 -0.1 -2.0 0.3
O -2.7011 0.9269 1.2796 -0.9 1.1 2.5
S 1.1635 1.3508 -0.9475 1.3 -1.3 0.5
H -0.9085 2.3508 -0.4636 -0.3 1.2 -0.3
H 0.5121 -0.8454 -0.0066 2.1 0.8 -0.4
H -3.6718 -1.1397 -0.8504 1.0 0.5 -0.2
H -3.4058 0.5553 -1.6111 -0.9 -1.4 1.3
H -4.5481 0.1003 -0.2871 -2.5 1.4 1.5
H 2.5858 -2.5529 1.1963 0.4 1.6 -0.5
H 4.1575 -1.7749 1.1969 -2.4 0.5 -0.3
H 3.4839 1.1016 0.0843 -0.5 2.3 -0.5
```
Positions in Å, forces in eV/Å.

Structure (SMILES)   CC(=O)/N=C/S/C=C(/N)O
Total charge   0
HOMO level   -0.2913 Ha

Atomic partial charges in e from the Löwdin method, atoms 1 to 6: -0.530, -0.515, -0.341, -0.570, 0.002, 0.041

***

6.
Here is a 2-piece molecular cluster, C15H26N4O3 overall from the OMol25 dataset. Energies are from ωB97M-V/def2-TZVPD.

```
48
Properties=species:S:1:pos:R:3:forces:R:3
C 4.3454 -0.2499 -0.0306 -0.5 0.5 0.4
C 4.1418 -0.4573 1.5847 3.5 1.7 2.6
N 5.2134 -0.0666 2.3925 -4.8 -1.9 -3.2
C 2.7902 -1.0264 2.3164 -0.3 -0.8 -0.9
C 1.3764 -0.5751 1.6249 -4.4 -0.3 -1.7
C 0.1780 -1.6841 1.2598 -0.1 5.1 -0.6
C -1.2172 -1.0424 0.5968 3.3 1.2 0.8
C -2.5089 -2.0150 0.1921 1.4 -0.9 -0.4
O -3.4572 -1.3756 -0.7337 -1.3 0.9 3.4
C -4.5571 -0.6969 -0.0306 -1.3 6.6 -0.9
C -5.6284 -1.4010 1.0038 0.0 0.3 -0.1
O -4.7558 0.6268 -0.2748 1.8 -8.7 1.3
N -1.2542 0.4516 0.3766 -0.1 -3.8 0.7
N -0.3421 1.4223 0.6590 3.9 -3.5 2.0
C 0.9559 1.0007 1.2533 -1.2 -1.5 -0.2
C 2.0491 2.2160 1.6105 -1.6 0.1 -0.9
C 1.1354 3.5015 2.1417 -0.2 -0.8 0.7
N 0.6578 4.4068 1.0262 -0.9 0.1 1.3
H 4.4704 0.9162 -0.2195 -0.2 -2.5 0.5
H 3.4018 -0.5780 -0.6509 1.9 0.4 1.3
H 5.3268 -0.7820 -0.4087 -2.2 1.0 0.9
H 4.9836 -0.2034 3.4011 -0.1 0.0 -0.9
H 2.8364 -0.7731 3.4702 -0.3 -0.3 -2.5
H 2.8376 -2.2165 2.2284 -0.2 2.6 0.1
H 0.2678 -2.8318 1.4710 -0.2 2.5 -0.5
H -3.0261 -2.4615 1.1421 1.0 1.2 -1.6
H -2.0274 -2.9290 -0.4058 -1.0 2.2 1.3
H -5.2135 -2.3515 1.5503 -0.9 1.8 -1.3
H -5.9289 -0.5979 1.8221 0.9 -1.6 -1.9
H -6.6282 -1.6314 0.3992 2.4 0.3 1.2
H -2.1577 0.7939 -0.0768 1.6 -0.4 0.7
H 2.8496 1.8786 2.4034 -1.8 0.5 -1.7
H 2.5632 2.5094 0.5799 -1.0 -0.6 2.3
H 0.2226 3.0222 2.7135 1.8 0.9 -0.9
H 1.7411 4.1387 2.9145 -1.0 -1.3 -1.6
H -0.2707 4.0888 0.6290 1.6 0.2 0.7
H 0.4392 5.3268 1.4909 0.4 -1.2 -0.8
C -1.2566 -1.3824 -4.6058 -1.1 0.3 0.0
C -0.3620 -1.2583 -3.3614 1.4 0.8 -2.4
C 0.0695 0.2077 -3.1895 -0.6 0.9 0.4
O 0.7258 -1.9797 -3.5699 0.7 -1.3 1.1
H -0.7457 -1.0642 -5.5242 0.2 -0.1 0.4
H -1.5992 -2.4145 -4.7527 0.2 0.1 0.1
H -2.1495 -0.7552 -4.4967 -0.2 0.0 -0.1
H -1.0100 -1.4830 -2.5023 -0.4 -0.5 1.1
H 0.6299 0.5852 -4.0549 -0.1 -0.4 0.1
H 0.6977 0.3395 -2.2993 0.0 -0.2 -0.1
H -0.8098 0.8512 -3.0657 -0.1 0.3 0.0
```
Positions in Å, forces in eV/Å.

Total charge   0
HOMO level   -0.1988 Ha

Atomic partial charges in e from the Löwdin method, atoms 1 to 6: -0.065, -0.323, 0.067, -0.134, -0.024, 0.114